[1]
Computed, not measured: 9 unconnected molecules or ions with the total composition C34H55F2N7O6 at a distorted geometry, with ωB97M-V/def2-TZVPD.

LUMO energy = 0.099 eV
charge = 0
gap between HOMO and LUMO = 0.3955 Eh
relative energy (zero: lowest compared OMol25 entry of this formula, charge and spin) = 82.47 kJ/mol

Geometry (Å):
O (-0.121, 0.952, -2.227)
C (-0.386, 0.865, -1.059)
O (0.282, 1.664, -0.137)
C (-0.103, 1.393, 1.141)
C (-1.275, 0.448, 0.939)
F (-2.427, 0.963, 1.298)
O (-1.364, 0.116, -0.441)
H (0.683, 1.019, 1.796)
H (-0.389, 2.325, 1.628)
H (-1.221, -0.491, 1.488)
O (-1.372, -2.534, 4.814)
C (-2.054, -3.072, 3.939)
O (-3.014, -4.009, 4.144)
C (-3.864, -4.046, 2.987)
C (-3.112, -3.244, 1.968)
F (-3.956, -2.417, 1.319)
O (-2.211, -2.495, 2.724)
H (-4.102, -5.038, 2.603)
H (-4.824, -3.644, 3.310)
H (-2.615, -3.888, 1.242)
C (-1.718, -1.869, -3.879)
C (-2.134, -2.131, -5.313)
C (-1.887, -0.920, -6.170)
C (-0.455, -0.621, -6.247)
N (0.692, -0.324, -6.363)
H (-0.877, -1.206, -3.676)
H (-1.432, -2.795, -3.380)
H (-2.565, -1.466, -3.322)
H (-3.199, -2.356, -5.264)
H (-1.624, -3.000, -5.729)
H (-2.568, -0.153, -5.799)
H (-2.222, -1.101, -7.191)
C (1.463, -2.377, 0.976)
C (1.875, -2.194, -0.470)
C (1.671, -3.495, -1.343)
C (2.516, -4.644, -0.952)
N (3.162, -5.538, -0.641)
H (0.411, -2.646, 1.071)
H (1.543, -1.418, 1.488)
H (2.208, -3.044, 1.409)
H (2.893, -1.861, -0.675)
H (1.321, -1.362, -0.903)
H (1.641, -3.429, -2.430)
H (0.728, -4.000, -1.135)
C (4.280, 1.214, 1.583)
C (4.514, 2.571, 2.291)
C (5.525, 3.430, 1.493)
C (5.087, 3.836, 0.150)
N (4.717, 4.144, -0.910)
H (3.955, 0.545, 2.380)
H (5.096, 0.810, 0.984)
H (3.351, 1.171, 1.015)
H (4.684, 2.486, 3.364)
H (3.551, 3.080, 2.241)
H (6.493, 2.935, 1.414)
H (5.814, 4.379, 1.945)
C (-2.035, 3.453, -6.028)
C (-2.071, 4.136, -4.655)
C (-2.878, 3.326, -3.588)
C (-3.904, 2.374, -4.078)
N (-4.715, 1.628, -4.464)
H (-1.642, 2.439, -5.951)
H (-1.348, 4.025, -6.651)
H (-3.018, 3.447, -6.501)
H (-2.484, 5.142, -4.741)
H (-1.044, 4.225, -4.303)
H (-3.363, 4.143, -3.054)
H (-2.201, 2.787, -2.926)
C (2.150, -2.481, 6.933)
C (2.348, -2.654, 5.450)
C (2.723, -1.371, 4.738)
C (1.621, -0.445, 4.573)
N (0.812, 0.359, 4.430)
H (3.072, -2.049, 7.322)
H (1.863, -3.435, 7.374)
H (1.393, -1.712, 7.085)
H (1.457, -3.117, 5.025)
H (3.138, -3.367, 5.216)
H (3.114, -1.717, 3.781)
H (3.512, -0.836, 5.268)
C (-4.245, -0.511, 4.869)
C (-5.020, 0.051, 3.653)
C (-5.056, 1.551, 3.572)
C (-3.718, 2.136, 3.666)
N (-2.644, 2.599, 3.756)
H (-4.365, -1.593, 4.905)
H (-4.594, -0.069, 5.802)
H (-3.173, -0.371, 4.732)
H (-6.064, -0.250, 3.567)
H (-4.649, -0.377, 2.722)
H (-5.701, 2.042, 4.300)
H (-5.392, 1.861, 2.582)
C (2.258, 2.450, -4.797)
C (3.389, 2.668, -3.754)
C (3.343, 1.602, -2.600)
C (4.002, 0.302, -2.951)
N (4.506, -0.769, -3.113)
H (2.255, 3.281, -5.503)
H (1.262, 2.523, -4.362)
H (2.270, 1.570, -5.440)
H (3.128, 3.568, -3.196)
H (4.381, 2.671, -4.205)
H (2.345, 1.369, -2.231)
H (3.920, 1.878, -1.717)

---

[2]
Computed, not measured: a molecular structure, C34H56AsN4PSSi3Sn at a distorted geometry, with ωB97M-V/def2-TZVPD.

LUMO energy = -4.894 eV
charge = +2
gap between HOMO and LUMO = 0.2627 Eh

Geometry (Å):
Sn (0.461, 0.344, -0.184)
C (5.399, -3.013, -1.374)
C (4.729, -3.096, -0.177)
C (4.156, -1.942, 0.415)
C (4.326, -0.702, -0.191)
C (5.024, -0.652, -1.374)
C (5.564, -1.772, -1.987)
P (3.264, 0.687, 0.263)
C (4.014, 2.261, -0.257)
C (3.791, 2.601, -1.578)
C (4.238, 3.861, -2.034)
C (4.921, 4.653, -1.112)
C (5.128, 4.285, 0.173)
C (4.685, 3.090, 0.616)
C (3.222, 0.543, 2.070)
C (4.413, 0.501, 2.745)
C (4.479, 0.334, 4.164)
C (3.289, 0.204, 4.840)
C (2.006, 0.200, 4.124)
C (0.804, 0.015, 4.858)
C (-0.413, -0.072, 4.185)
C (-0.394, 0.052, 2.789)
C (0.748, 0.192, 2.035)
C (1.970, 0.338, 2.735)
H (5.870, -3.911, -1.749)
H (4.702, -3.991, 0.432)
H (3.599, -2.024, 1.343)
H (5.296, 0.297, -1.801)
H (6.093, -1.605, -2.909)
H (3.394, 1.890, -2.280)
H (4.092, 4.207, -3.055)
H (5.329, 5.593, -1.477)
H (5.723, 4.861, 0.862)
H (4.918, 2.810, 1.664)
H (5.315, 0.631, 2.139)
H (5.408, 0.174, 4.711)
H (3.274, 0.088, 5.956)
H (0.878, -0.028, 5.943)
H (-1.311, -0.259, 4.737)
H (-1.348, -0.139, 2.324)
C (-6.377, -1.875, 0.604)
Si (-4.617, -1.391, 1.116)
C (-4.739, -0.583, 2.830)
C (-3.810, -3.018, 1.434)
As (-3.061, -0.018, -0.095)
Si (-4.253, 2.059, -0.314)
C (-3.768, 2.898, 1.251)
C (-3.473, 2.811, -1.821)
C (-6.061, 1.940, -0.605)
Si (-3.128, -1.049, -2.170)
C (-4.679, -1.301, -3.083)
C (-2.094, -0.049, -3.356)
C (-2.447, -2.775, -2.091)
H (-6.839, -2.518, 1.436)
H (-6.450, -2.533, -0.256)
H (-6.999, -1.012, 0.375)
H (-5.259, -1.260, 3.540)
H (-5.360, 0.323, 2.792)
H (-3.801, -0.291, 3.294)
H (-4.528, -3.596, 2.021)
H (-2.887, -2.770, 2.015)
H (-3.583, -3.544, 0.550)
H (-2.675, 2.876, 1.370)
H (-4.166, 2.392, 2.109)
H (-4.024, 3.976, 1.360)
H (-2.375, 2.864, -1.819)
H (-3.798, 3.848, -1.891)
H (-3.782, 2.259, -2.717)
H (-6.612, 1.695, 0.357)
H (-6.367, 1.193, -1.342)
H (-6.494, 2.869, -0.959)
H (-5.285, -0.425, -3.282)
H (-5.305, -2.007, -2.512)
H (-4.399, -1.837, -4.013)
H (-2.445, 0.976, -3.428)
H (-2.121, -0.498, -4.411)
H (-1.038, -0.014, -3.043)
H (-3.140, -3.522, -1.641)
H (-1.509, -2.713, -1.454)
H (-2.199, -3.042, -3.114)
N (0.952, 4.469, -1.236)
C (0.347, 4.169, -0.091)
N (-0.655, 4.908, 0.332)
S (0.867, 2.890, 0.926)
H (0.640, 5.137, -1.879)
H (1.890, 4.137, -1.414)
H (-0.892, 5.798, -0.027)
H (-1.174, 4.518, 1.085)
N (2.779, -4.573, -2.558)
C (1.640, -4.382, -1.633)
C (1.280, -2.927, -1.420)
N (0.896, -2.594, -0.038)
H (3.001, -5.532, -2.603)
H (3.602, -4.031, -2.196)
H (2.691, -4.221, -3.489)
H (1.928, -4.700, -0.642)
H (0.806, -4.999, -1.943)
H (0.449, -2.668, -2.081)
H (2.142, -2.331, -1.646)
H (1.630, -2.780, 0.658)
H (0.071, -3.137, 0.274)